Below is a molecular structure, C72H180CdKN12O8S2 at a distorted geometry, with properties calculated with ωB97M-V/def2-TZVPD.

```
276
Properties=species:S:1:pos:R:3:lowdin_charge:R:1
K 0.987 0.679 -2.655 0.669
Cd -1.555 -1.146 2.381 1.380
S -2.022 -0.848 4.894 0.166
O -1.492 0.127 5.814 -0.356
O -1.044 -1.625 4.160 -0.485
O -2.806 -1.599 5.921 -0.401
O -2.825 -0.294 3.810 -0.445
S -0.526 -0.316 0.157 0.147
O -0.450 -1.028 -1.098 -0.400
O 0.038 -1.104 1.257 -0.451
O 0.120 0.963 0.043 -0.376
O -1.876 -0.170 0.723 -0.443
C 4.209 -1.275 -3.153 -0.078
C 3.754 -0.958 -4.573 -0.248
N 2.274 -0.980 -4.688 -0.199
C 1.624 -2.232 -4.243 -0.249
C 2.215 -3.462 -4.893 -0.067
C 2.001 -0.563 -6.056 -0.250
C 0.470 -0.402 -6.247 -0.065
H 3.808 -0.611 -2.388 0.070
H 5.292 -1.151 -3.119 0.086
H 4.054 -2.314 -2.862 0.043
H 4.145 0.038 -4.782 0.088
H 4.344 -1.556 -5.268 0.117
H 1.721 -2.386 -3.168 0.103
H 0.542 -2.240 -4.368 0.092
H 2.098 -3.456 -5.977 0.077
H 3.271 -3.618 -4.674 0.068
H 1.730 -4.326 -4.439 0.063
H 2.409 -1.282 -6.766 0.109
H 2.464 0.395 -6.290 0.104
H 0.224 0.055 -7.205 0.079
H 0.121 0.367 -5.558 0.035
H -0.090 -1.330 -6.128 0.074
C -4.318 2.028 1.870 -0.065
C -5.234 3.228 2.167 -0.210
N -5.463 4.173 1.022 -0.163
C -6.010 3.500 -0.153 -0.279
C -7.390 2.987 0.216 -0.102
C -4.265 4.999 0.654 -0.237
C -3.951 5.991 1.799 -0.088
H -4.668 1.243 1.200 0.050
H -4.065 1.571 2.827 0.065
H -3.393 2.400 1.429 0.065
H -6.181 2.853 2.556 0.099
H -4.827 3.790 3.006 0.097
H -5.396 2.668 -0.496 0.085
H -6.198 4.292 -0.879 0.112
H -7.934 2.545 -0.619 0.062
H -7.904 3.867 0.602 0.079
H -7.350 2.174 0.941 0.063
H -3.333 4.511 0.369 0.078
H -4.445 5.647 -0.203 0.104
H -4.855 6.554 2.030 0.073
H -3.677 5.460 2.711 0.040
H -3.202 6.753 1.583 0.050
C 6.796 -2.349 3.844 -0.098
C 6.034 -1.375 4.759 -0.245
N 5.495 -0.289 3.906 -0.159
C 4.337 -0.723 3.081 -0.253
C 3.899 0.225 1.992 -0.082
C 5.073 0.926 4.687 -0.219
C 6.283 1.504 5.503 -0.080
H 6.168 -2.779 3.064 0.032
H 7.217 -3.190 4.395 0.069
H 7.575 -1.830 3.285 0.075
H 5.246 -1.798 5.382 0.106
H 6.875 -1.108 5.400 0.096
H 4.583 -1.575 2.447 0.084
H 3.510 -1.108 3.677 0.107
H 3.184 -0.414 1.473 0.066
H 3.403 1.166 2.225 0.059
H 4.648 0.449 1.232 0.071
H 4.282 0.620 5.372 0.097
H 4.697 1.683 3.999 0.089
H 7.146 1.588 4.842 0.070
H 6.466 0.731 6.250 0.048
H 6.020 2.439 5.998 0.064
C 1.899 3.024 -5.019 -0.097
C 3.271 3.053 -4.414 -0.243
N 3.238 2.743 -2.957 -0.202
C 4.547 2.234 -2.530 -0.222
C 5.645 3.355 -2.500 -0.056
C 2.687 3.853 -2.201 -0.273
C 2.678 3.626 -0.697 -0.049
H 1.215 3.712 -4.522 0.069
H 1.467 2.024 -5.030 0.035
H 2.045 3.386 -6.037 0.089
H 3.836 2.276 -4.930 0.104
H 3.708 4.037 -4.585 0.113
H 4.368 1.742 -1.574 0.106
H 4.872 1.482 -3.249 0.084
H 5.714 3.974 -3.395 0.064
H 5.378 3.981 -1.649 0.060
H 6.663 2.966 -2.460 0.069
H 1.677 4.012 -2.578 0.085
H 3.139 4.816 -2.440 0.117
H 3.682 3.694 -0.279 0.073
H 2.218 2.676 -0.424 0.072
H 2.087 4.435 -0.266 0.060
C 5.842 -6.143 1.847 -0.083
C 5.433 -4.930 0.943 -0.253
N 4.687 -5.306 -0.231 -0.182
C 5.524 -6.047 -1.162 -0.252
C 4.759 -6.836 -2.245 -0.085
C 3.976 -4.199 -0.842 -0.261
C 2.871 -3.527 -0.029 -0.042
H 6.788 -6.580 1.528 0.054
H 5.055 -6.897 1.873 0.076
H 6.042 -5.859 2.880 0.058
H 4.772 -4.369 1.604 0.072
H 6.306 -4.309 0.742 0.116
H 6.232 -5.406 -1.688 0.110
H 6.160 -6.775 -0.658 0.102
H 4.441 -6.190 -3.063 0.049
H 5.371 -7.586 -2.746 0.065
H 3.863 -7.321 -1.858 0.069
H 3.555 -4.539 -1.789 0.093
H 4.677 -3.431 -1.168 0.099
H 3.354 -3.046 0.822 0.050
H 2.196 -4.298 0.342 0.068
H 2.355 -2.781 -0.633 0.071
C 1.735 -1.139 6.284 -0.066
C 1.318 -2.465 5.666 -0.244
N 2.230 -3.553 6.068 -0.170
C 1.750 -4.102 7.383 -0.235
C 2.728 -5.039 8.067 -0.101
C 2.255 -4.581 5.109 -0.285
C 3.297 -4.222 4.048 -0.063
H 1.202 -0.301 5.836 0.054
H 2.798 -0.978 6.106 0.040
H 1.616 -1.075 7.366 0.073
H 0.306 -2.628 6.038 0.110
H 1.217 -2.351 4.587 0.091
H 0.778 -4.564 7.204 0.115
H 1.490 -3.331 8.108 0.110
H 3.713 -4.600 8.226 0.070
H 2.915 -5.984 7.556 0.055
H 2.343 -5.213 9.071 0.066
H 2.483 -5.576 5.491 0.106
H 1.271 -4.710 4.658 0.100
H 2.939 -3.432 3.388 0.054
H 4.184 -3.792 4.513 0.063
H 3.601 -5.079 3.447 0.057
C -1.392 3.410 -6.127 -0.080
C -1.837 3.391 -4.611 -0.213
N -1.688 2.089 -3.864 -0.173
C -2.489 1.036 -4.576 -0.219
C -2.274 -0.322 -3.885 -0.087
C -2.110 2.208 -2.427 -0.218
C -1.265 3.216 -1.648 -0.080
H -0.400 3.006 -6.327 0.041
H -1.421 4.419 -6.539 0.070
H -2.061 2.847 -6.778 0.056
H -1.193 4.140 -4.149 0.084
H -2.847 3.792 -4.533 0.112
H -3.525 1.321 -4.395 0.111
H -2.198 1.077 -5.626 0.093
H -1.217 -0.570 -3.785 0.043
H -2.750 -0.339 -2.905 0.054
H -2.809 -1.017 -4.533 0.068
H -1.953 1.266 -1.902 0.085
H -3.173 2.448 -2.418 0.117
H -0.199 3.010 -1.551 0.040
H -1.579 3.157 -0.606 0.074
H -1.358 4.209 -2.089 0.062
C -2.809 -3.248 -2.296 -0.090
C -1.385 -3.778 -2.091 -0.230
N -1.405 -5.230 -1.979 -0.160
C -2.036 -5.993 -3.025 -0.286
C -1.386 -5.938 -4.381 -0.089
C -0.021 -5.765 -1.640 -0.228
C -0.069 -7.195 -1.171 -0.086
H -2.984 -2.209 -2.016 0.042
H -3.626 -3.805 -1.837 0.073
H -3.017 -3.261 -3.366 0.062
H -0.682 -3.441 -2.853 0.097
H -1.028 -3.397 -1.135 0.072
H -2.154 -7.047 -2.773 0.100
H -3.087 -5.727 -3.146 0.106
H -0.324 -6.182 -4.359 0.062
H -1.885 -6.666 -5.021 0.071
H -1.554 -4.992 -4.895 0.065
H 0.328 -5.166 -0.798 0.091
H 0.685 -5.572 -2.447 0.092
H -0.777 -7.326 -0.353 0.080
H 0.922 -7.523 -0.858 0.071
H -0.468 -7.843 -1.952 0.058
C 1.202 9.356 0.689 -0.086
C 0.035 9.128 -0.246 -0.222
N 0.141 7.978 -1.222 -0.178
C 1.033 8.222 -2.273 -0.312
C 0.722 9.489 -3.090 -0.082
C 0.367 6.674 -0.632 -0.267
C -0.729 6.245 0.312 -0.083
H 1.525 8.432 1.169 0.062
H 0.995 10.101 1.457 0.078
H 2.070 9.619 0.085 0.067
H -0.892 9.044 0.321 0.104
H -0.093 10.075 -0.771 0.094
H 2.067 8.229 -1.928 0.110
H 0.968 7.395 -2.980 0.109
H -0.334 9.510 -3.360 0.080
H 1.067 10.363 -2.537 0.061
H 1.287 9.436 -4.021 0.065
H 1.356 6.650 -0.174 0.105
H 0.358 5.905 -1.404 0.095
H -0.519 5.258 0.726 0.070
H -1.731 6.230 -0.117 0.067
H -0.820 6.882 1.192 0.060
C -0.440 -4.252 2.504 -0.078
C -1.591 -3.877 1.529 -0.219
N -2.624 -2.959 2.116 -0.233
C -3.319 -3.544 3.284 -0.241
C -4.110 -4.835 3.105 -0.068
C -3.568 -2.689 1.020 -0.296
C -4.730 -1.809 1.332 -0.065
H 0.333 -4.912 2.110 0.068
H -0.783 -4.779 3.395 0.064
H 0.027 -3.373 2.950 0.039
H -1.045 -3.348 0.748 0.074
H -1.991 -4.780 1.069 0.108
H -3.883 -2.805 3.854 0.110
H -2.496 -3.806 3.949 0.095
H -3.556 -5.625 2.597 0.067
H -5.005 -4.595 2.530 0.057
H -4.466 -5.210 4.064 0.078
H -3.093 -2.166 0.191 0.080
H -3.940 -3.567 0.491 0.110
H -4.370 -0.964 1.918 0.057
H -5.160 -1.343 0.446 0.047
H -5.537 -2.385 1.786 0.079
C 2.629 4.649 4.108 -0.087
C 1.168 4.755 3.658 -0.256
N 0.335 3.997 4.608 -0.184
C 0.700 2.537 4.679 -0.197
C 0.242 1.677 3.483 -0.086
C -1.072 4.197 4.313 -0.276
C -1.606 5.589 4.645 -0.096
H 3.035 3.719 3.712 0.046
H 2.633 4.670 5.198 0.084
H 3.177 5.446 3.606 0.062
H 0.821 5.786 3.731 0.100
H 0.992 4.365 2.655 0.099
H 1.783 2.455 4.770 0.082
H 0.309 2.145 5.618 0.105
H 0.457 0.619 3.639 0.050
H -0.829 1.744 3.290 0.057
H 0.686 1.847 2.502 0.053
H -1.578 3.473 4.952 0.127
H -1.303 3.958 3.275 0.100
H -1.011 5.927 5.494 0.072
H -2.648 5.625 4.963 0.066
H -1.438 6.279 3.819 0.046
C -9.457 -1.732 -2.900 -0.093
C -8.012 -2.052 -2.480 -0.239
N -7.029 -1.421 -3.413 -0.177
C -5.762 -1.069 -2.738 -0.236
C -5.838 0.046 -1.668 -0.081
C -6.829 -2.265 -4.632 -0.226
C -6.083 -1.499 -5.772 -0.079
H -10.217 -2.097 -2.210 0.066
H -9.711 -2.204 -3.849 0.052
H -9.581 -0.666 -3.090 0.071
H -7.837 -1.608 -1.500 0.094
H -7.885 -3.127 -2.348 0.109
H -5.260 -1.983 -2.422 0.101
H -5.118 -0.595 -3.479 0.078
H -4.872 0.314 -1.239 0.065
H -6.348 0.919 -2.075 0.075
H -6.478 -0.295 -0.854 0.048
H -7.817 -2.452 -5.053 0.096
H -6.352 -3.200 -4.338 0.108
H -6.261 -1.996 -6.726 0.063
H -5.028 -1.453 -5.502 0.042
H -6.508 -0.504 -5.908 0.075
```

For the LUMO energy, the calculation gives 1.09 eV. Its HOMO-LUMO gap is 5.2 eV. For the highest occupied orbital energy, the calculation gives -4.11 eV. Its total charge is -1.